This record from the OMol25 dataset describes 2 unconnected molecules or ions with the total composition C2Cl3N5O2. The level of theory is ωB97M-V/def2-TZVPD.

The spin multiplicity is 1.

Last column: natural (NBO) charge in e.
Cartesian coordinates (Å):
C (0.8380, -0.0206, 0.0510)  0.234
C (-1.6228, 0.0023, -0.0737)  -0.141
N (0.9571, 0.7114, -1.0844)  -0.237
N (0.7964, 0.8123, 1.1209)  -0.240
N (0.9573, 1.9249, -0.7035)  -0.079
N (0.8644, 1.9868, 0.6314)  -0.082
N (0.9048, -1.4324, 0.0950)  0.491
O (1.2147, -2.0045, -0.9260)  -0.345
O (0.6109, -1.9636, 1.1466)  -0.368
Cl (-1.7503, -0.9510, -1.4680)  0.227
Cl (-1.8944, -0.7239, 1.4287)  0.256
Cl (-1.8760, 1.6583, -0.2179)  0.285

Atomic forces in eV per Å
C -0.74 1.76 -0.27
C -0.05 0.30 0.15
N 0.19 -1.07 -0.74
N 0.11 -0.96 0.84
N 0.13 0.54 -1.29
N -0.04 0.61 1.34
N 0.39 -0.47 0.07
O 0.02 -0.18 -0.28
O 0.09 -0.22 0.30
Cl -0.04 0.18 0.39
Cl -0.22 0.29 -0.57
Cl 0.15 -0.79 0.06

---

This record from the OMol25 dataset describes a single C2Cl4 molecule. The level of theory is ωB97M-V/def2-TZVPD.

The value obtained for the energy above the lowest of the compared OMol25 structures with the same formula, charge and spin is 10.16 kcal per mole. The spin multiplicity is 1. As for the SMILES: ClC(Cl)=C(Cl)Cl.

Last column: natural (NBO) charge in e.
Cartesian coordinates (Å):
Cl (0.2358, -1.2076, -1.7291)  0.069
C (-0.2858, 0.0285, -0.6283)  -0.107
Cl (-1.4139, 1.3852, -1.0891)  0.044
C (0.3052, -0.0385, 0.5011)  -0.099
Cl (0.9660, -1.5057, 1.2193)  0.065
Cl (0.2052, 1.3317, 1.6438)  0.028

Atomic forces in eV per Å
Cl -1.10 0.49 -0.64
C -1.45 0.73 -3.63
Cl 1.65 -1.93 0.19
C 0.83 0.69 5.31
Cl -0.04 1.19 -0.57
Cl 0.11 -1.16 -0.66

---

This record from the OMol25 dataset describes a single C2ClF2NO3 molecule. The level of theory is ωB97M-V/def2-TZVPD.

The value obtained for the energy above the lowest of the compared OMol25 structures with the same formula, charge and spin is 89.30 kcal per mole. The spin multiplicity is 1.

Last column: natural (NBO) charge in e.
Cartesian coordinates (Å):
C (1.1285, -0.6190, 0.1628)  0.817
C (0.0567, 0.3731, 0.2816)  -0.264
N (-1.1718, -0.1274, 0.8421)  0.494
O (0.9868, -1.7246, -0.0883)  -0.438
O (-1.0346, -0.9205, 1.7664)  -0.333
O (-2.2100, 0.2343, 0.3344)  -0.325
F (2.2694, 0.0577, -0.0170)  -0.322
F (-0.1693, 1.2960, -2.5053)  -0.503
Cl (0.1444, 1.4303, -0.7767)  0.873

Atomic forces in eV per Å
C 0.67 2.44 -0.28
C 0.06 -2.71 1.73
N -1.15 -0.85 0.67
O 0.04 -3.69 -0.11
O -0.07 0.85 -0.60
O 0.13 0.04 0.28
F 0.97 -0.38 0.46
F -0.05 -0.62 -0.05
Cl -0.59 4.91 -2.09

---

This record from the OMol25 dataset describes a molecular structure, C2ClI3O. The level of theory is ωB97M-V/def2-TZVPD.

The value obtained for the energy above the lowest of the compared OMol25 structures with the same formula, charge and spin is 20.09 kcal per mole. The spin multiplicity is 1.

Last column: natural (NBO) charge in e.
Cartesian coordinates (Å):
C (0.6605, -1.6208, 0.2058)  0.635
C (-0.1972, -1.0738, -0.5873)  -0.704
O (1.3731, -2.2617, 0.8651)  -0.423
Cl (-1.0908, 2.8058, 0.9537)  -0.251
I (1.1519, 3.3826, 0.8317)  0.253
I (-2.2806, -1.4311, -0.1380)  0.231
I (0.3832, 0.1990, -2.1310)  0.259

Atomic forces in eV per Å
C 0.73 -1.47 0.70
C -1.80 0.91 -0.69
O -0.10 0.65 -0.11
Cl 0.12 -0.01 -0.03
I -0.11 -0.04 0.01
I 1.25 0.22 -0.23
I -0.09 -0.25 0.34

---

This record from the OMol25 dataset describes a single C2ClN3OS molecule. The level of theory is ωB97M-V/def2-TZVPD.

The value obtained for the energy above the lowest of the compared OMol25 structures with the same formula, charge and spin is 11.52 kcal per mole. The spin multiplicity is 1. As for the SMILES: S=c1nnnc(Cl)o1.

Last column: natural (NBO) charge in e.
Cartesian coordinates (Å):
S (2.6284, -1.1312, -0.1845)  0.039
C (1.2122, -0.3107, 0.2067)  0.270
N (1.0456, 1.0822, 0.1814)  -0.241
N (-0.0276, 1.6854, -0.0313)  0.075
N (-1.1826, 1.0587, -0.3244)  -0.325
C (-1.0941, -0.2511, -0.0391)  0.526
Cl (-2.5974, -1.1368, -0.0457)  0.098
O (0.0156, -0.9965, 0.2369)  -0.442

Atomic forces in eV per Å
S -2.31 1.46 1.16
C 1.33 -0.37 -2.54
N 1.45 -0.09 0.90
N 1.07 1.02 -0.09
N 0.03 -4.29 0.96
C -0.99 1.10 -0.74
Cl 1.43 0.35 0.07
O -2.01 0.82 0.28

---

This record from the OMol25 dataset describes a gas-phase ion, C2ClNO4 (charge -2). The level of theory is ωB97M-V/def2-TZVPD.

The value obtained for the energy above the lowest of the compared OMol25 structures with the same formula, charge and spin is 6.42 kcal per mole. The spin multiplicity is 1. As for the SMILES: O=C([O-])O/C([O-])=N/Cl. As for the charge: -2.

Last column: natural (NBO) charge in e.
Cartesian coordinates (Å):
O (-2.3999, -0.2963, -1.0047)  -0.782
C (-1.6353, 0.0156, -0.0792)  0.988
O (-1.6770, 0.2473, 1.1102)  -0.721
O (-0.1441, -0.0435, -0.6468)  -0.669
C (1.0049, 0.2626, 0.0579)  0.801
O (1.0696, 0.6132, 1.2543)  -0.768
N (2.0715, 0.0886, -0.7732)  -0.744
Cl (3.5601, -0.2532, 0.0582)  -0.105

Atomic forces in eV per Å
O 0.31 0.52 0.84
C 1.61 -0.71 -0.73
O -0.98 0.17 -0.06
O -0.37 0.54 0.32
C 0.56 -0.09 1.05
O -0.49 -0.35 -0.81
N -0.92 -0.43 -1.10
Cl 0.28 0.34 0.48

---

This record from the OMol25 dataset describes 2 unconnected molecules or ions with the total composition C2ClO4. The level of theory is ωB97M-V/def2-TZVPD.

The value obtained for the energy above the lowest of the compared OMol25 structures with the same formula, charge and spin is 5.51 kcal per mole. The spin multiplicity is 1. As for the charge: -1.

Last column: natural (NBO) charge in e.
Cartesian coordinates (Å):
C (-0.4374, 1.0946, -1.1336)  0.985
C (0.2508, -0.9078, 1.4802)  1.062
O (1.4137, -0.7073, 1.5956)  -0.566
O (-0.9197, 1.3489, -2.1482)  -0.600
O (-0.7805, -1.3374, 1.5956)  -0.529
O (0.0890, 1.4709, -0.1319)  -0.650
Cl (0.3840, -0.9618, -1.2578)  -0.702

Atomic forces in eV per Å
C 2.91 0.67 2.10
C 6.59 0.32 0.35
O -1.82 0.51 -0.18
O -2.08 0.18 -2.51
O -4.62 -0.84 0.20
O -0.87 -0.01 0.60
Cl -0.11 -0.83 -0.56

---

This record from the OMol25 dataset describes a molecular structure, C2CsF6O6S2. The level of theory is ωB97M-V/def2-TZVPD.

The value obtained for the energy above the lowest of the compared OMol25 structures with the same formula, charge and spin is 0.00 kcal per mole. The spin multiplicity is 1. As for the charge: -1.

Last column: Mulliken charge in e.
Cartesian coordinates (Å):
Cs (-1.4466, -6.9942, -3.1104)  1.043
C (1.5669, -10.2797, -5.1922)  0.634
F (1.7059, -11.4568, -4.5729)  -0.234
F (2.1488, -9.3533, -4.4255)  -0.231
F (2.2634, -10.3481, -6.3341)  -0.237
S (-0.1914, -9.8658, -5.4855)  1.137
O (-0.1086, -8.6311, -6.2355)  -0.688
O (-0.7283, -10.9904, -6.1883)  -0.660
O (-0.7004, -9.6631, -4.1331)  -0.725
C (-3.5127, -4.7928, 1.1772)  0.584
F (-3.6515, -3.8884, 0.1820)  -0.241
F (-3.5912, -4.1343, 2.3327)  -0.231
F (-4.5722, -5.6202, 1.1011)  -0.236
S (-1.9293, -5.7136, 1.0262)  1.043
O (-0.9370, -4.6791, 1.1543)  -0.664
O (-2.0085, -6.6822, 2.0877)  -0.639
O (-2.0529, -6.2571, -0.3152)  -0.656

Atomic forces in eV per Å
Cs 0.09 -0.18 0.13
C 0.16 -0.26 -0.07
F -0.06 -0.14 0.10
F 0.14 0.29 0.20
F -0.05 0.02 -0.13
S -0.39 0.62 0.08
O 0.09 0.30 -0.06
O -0.03 -0.48 -0.14
O 0.02 -0.12 0.19
C -0.13 -0.05 -0.31
F 0.02 -0.07 0.14
F -0.06 0.11 0.18
F 0.06 0.08 0.03
S -0.11 0.16 0.33
O 0.18 0.12 0.03
O 0.04 -0.04 0.00
O 0.04 -0.36 -0.71

---

This record from the OMol25 dataset describes a molecular structure, C2CsFO. The level of theory is ωB97M-V/def2-TZVPD.

The value obtained for the energy above the lowest of the compared OMol25 structures with the same formula, charge and spin is 51.50 kcal per mole. The spin multiplicity is 1.

Last column: natural (NBO) charge in e.
Cartesian coordinates (Å):
C (0.0283, -0.5418, -1.4547)  0.178
C (0.3563, -0.2565, -0.0829)  -0.112
O (0.1498, 0.8502, -0.9647)  -0.574
F (1.7163, -0.4204, 0.2008)  -0.419
Cs (-2.2507, 0.3685, 2.3015)  0.928

Atomic forces in eV per Å
C 0.35 3.18 1.16
C -0.97 -0.92 1.41
O -0.42 -2.09 -2.00
F 0.43 -0.03 -0.01
Cs 0.61 -0.15 -0.56

---

This record from the OMol25 dataset describes 2 unconnected molecules or ions with the total composition C2F2I2. The level of theory is ωB97M-V/def2-TZVPD.

The value obtained for the energy above the lowest of the compared OMol25 structures with the same formula, charge and spin is 48.11 kcal per mole. The spin multiplicity is 1. As for the SMILES: FC#CF.II.

Last column: natural (NBO) charge in e.
Cartesian coordinates (Å):
F (-1.4098, 0.1967, 1.7343)  -0.266
C (-1.5235, -0.0996, 0.4736)  0.236
C (-2.1653, -0.2737, -0.5113)  0.285
F (-2.5990, -0.5391, -1.7018)  -0.256
I (3.4071, -0.8778, 0.2640)  0.000
I (4.2906, 1.5935, -0.2587)  0.000

Atomic forces in eV per Å
F 0.65 -0.14 -0.37
C -0.63 0.45 1.58
C -0.26 -0.46 -1.78
F 0.27 0.15 0.56
I 0.10 0.32 -0.07
I -0.12 -0.32 0.07

---

no.,HOMO (Ha)
1,-0.393
2,-0.364
3,-0.440
4,-0.323
5,-0.362
6,0.018
7,-0.184
8,-0.257
9,-0.231
10,-0.348